[1]
Density functional theory data (wB97M-V/def2-TZVPD) for a cluster of 2 separate species, C4H7NOSi in total.

Output
**Gap between HOMO and LUMO (spin up / spin down)**: 9.0 / 6.4 eV
**Energy relative to the best compared isomer or geometry (same formula, charge and spin)**: 5.9812 eV
**HOMO (spin up / spin down)**: -9.6 / -7.0 eV
**Spin multiplicity**: 1

Last column: Mulliken charge in e.
Element x y z (Å)
C 2.3990 -0.7788 -0.5499  -0.29
C 2.6819 0.3393 0.2148  -0.06
C 0.5313 0.0255 0.0980  0.44
C -2.3333 -0.7979 -0.0383  -0.80
N 1.0295 -0.9821 -0.5463  -0.43
O 1.5214 0.8008 0.6320  -0.27
Si -1.1832 0.5365 0.4896  -0.04
H 3.0932 -1.4690 -1.1528  0.29
H 3.5795 0.8320 0.4974  0.39
H -2.2830 -1.7202 0.5164  0.31
H -3.3628 -0.4266 -0.2098  0.32
H -1.7383 -0.9177 -1.0411  0.25
H -2.3160 3.0353 -0.3798  -0.07
H -1.6193 1.5229 1.4697  -0.05

Atoms 1-3, force components in eV/Å:
1.279 -0.616 -0.432
-0.038 -2.346 -1.607
0.872 0.085 1.161

=====

[2]
Density functional theory data (wB97M-V/def2-TZVPD) for an isolated molecule of C5H10N2S.

Output
**Gap between HOMO and LUMO**: 9.0 eV
**Energy relative to the best compared isomer or geometry (same formula, charge and spin)**: 5.3669 eV
**HOMO**: -8.6 eV
**Spin multiplicity**: 1
**SMILES string**: C=C[C@@H](C)N(N)C=S

Last column: Mulliken charge in e.
Element x y z (Å)
C -2.1915 -1.4925 -0.1620  -0.67
C -0.9925 -0.9513 -0.6766  -0.22
C -0.3619 0.3454 -0.2425  0.06
C -0.8911 0.9722 1.0237  -1.02
N 1.1161 0.2656 -0.3041  0.23
N 1.9067 1.4063 -0.7943  -0.66
C 1.6822 -0.8334 0.3511  0.02
S 3.2359 -1.0782 0.2312  -0.45
H -2.5594 -1.0941 0.7567  0.22
H -2.6195 -2.4912 -0.5603  0.25
H -0.5934 -1.1839 -1.8126  0.24
H -0.4906 1.1008 -1.1035  0.25
H -0.0988 1.8065 1.1574  0.30
H -1.8846 1.7121 0.8346  0.23
H -1.1325 0.0248 1.7459  0.31
H 2.2969 2.0382 0.2029  0.29
H 2.8101 0.8258 -1.2006  0.27
H 0.7679 -1.3731 0.5531  0.36

Atoms 1-3, force components in eV/Å:
3.660 -0.730 -2.192
-2.694 -0.949 -2.516
-0.030 2.078 -2.580

=====

[3]
Density functional theory data (wB97M-V/def2-TZVPD) for a structure of composition C48H42N3O4PScSiTe.

Output
**Gap between HOMO and LUMO**: 5.7 eV
**Energy relative to the best compared isomer or geometry (same formula, charge and spin)**: 2.9970 eV
**HOMO**: -3.4 eV
**Spin multiplicity**: 1
**Net charge**: -1

Last column: Mulliken charge in e.
Element x y z (Å)
Sc 0.5945 -0.0280 0.5720  -0.55
C -1.8503 -1.8066 5.3260  -0.72
C -0.9312 -0.8769 5.7996  -0.67
C -0.0660 -0.2262 4.9398  -0.59
C -0.0958 -0.4754 3.5538  0.48
C -1.0308 -1.4177 3.0918  -0.20
C -1.8838 -2.0700 3.9641  -0.61
N 0.7651 0.1303 2.6357  1.31
N 1.6053 1.0056 3.2279  -0.78
C 2.5973 1.7122 2.7455  0.34
C 3.0522 2.6536 3.7636  -0.80
C 3.9259 3.6507 3.5384  -0.73
C 4.4647 3.8335 2.2218  -0.86
C 4.1593 2.9597 1.2449  -1.52
C 3.3185 1.7942 1.4394  1.27
H -2.5174 -2.3214 6.0065  0.39
H -0.8827 -0.6665 6.8620  0.39
H 0.6579 0.4820 5.3098  0.33
H -1.0615 -1.6683 2.0363  0.18
H -2.5836 -2.8038 3.5780  0.39
H 2.5746 2.5466 4.7285  0.38
H 4.1810 4.3479 4.3271  0.36
H 5.1003 4.6852 2.0125  0.40
H 4.5543 3.1444 0.2567  0.31
O 2.4761 -0.1989 0.4370  -0.74
C 3.2183 0.8859 0.4100  1.45
C 3.9103 1.0641 -0.8997  -0.77
C 5.2919 1.2251 -1.0154  0.27
C 5.8935 1.3205 -2.2574  -0.79
C 5.1295 1.2530 -3.4158  -0.87
C 3.7575 1.0959 -3.3190  0.01
C 3.1445 0.9811 -2.0748  -0.75
P 1.3186 0.8349 -1.9557  3.16
C 0.9105 -0.5468 -3.0764  0.57
C -0.4360 -0.7720 -3.3738  -0.16
C -0.8312 -1.9191 -4.0397  -1.07
C 0.1123 -2.8779 -4.3805  -0.55
C 1.4453 -2.6845 -4.0544  -0.94
C 1.8446 -1.5279 -3.4012  -0.75
C 0.8433 2.3843 -2.8065  0.33
C -0.1001 2.5008 -3.8222  -0.19
C -0.5207 3.7546 -4.2459  -0.67
C -0.0132 4.9030 -3.6601  -0.65
C 0.9399 4.7958 -2.6554  -0.59
C 1.3624 3.5488 -2.2312  -0.69
H 5.8938 1.2525 -0.1163  0.55
H 6.9662 1.4549 -2.3241  0.39
H 5.6046 1.3208 -4.3864  0.41
H 3.1512 1.0560 -4.2169  0.49
H -1.1884 -0.0638 -3.0428  0.21
H -1.8784 -2.0821 -4.2619  0.43
H -0.1963 -3.7891 -4.8784  0.40
H 2.1794 -3.4444 -4.2920  0.39
H 2.8800 -1.3970 -3.1173  0.36
H -0.5033 1.6168 -4.2977  0.46
H -1.2635 3.8290 -5.0313  0.42
H -0.3675 5.8756 -3.9776  0.37
H 1.3385 5.6848 -2.1835  0.45
H 2.0801 3.4709 -1.4228  0.10
O -0.7398 3.0276 1.8935  -0.63
N 0.2896 3.1615 1.2059  0.65
O 0.9961 4.1491 1.2499  -0.68
O 0.6470 2.1648 0.4646  0.04
Te -2.0658 1.2770 -0.0274  0.33
C -3.4652 0.1245 -1.1855  0.07
C -4.1081 0.7404 -2.2551  -0.30
C -5.0210 0.0419 -3.0328  -0.62
C -5.2990 -1.2868 -2.7430  -0.49
C -4.6516 -1.9136 -1.6869  -0.65
C -3.7336 -1.2138 -0.9167  -0.04
C -3.5070 1.5682 1.5112  0.45
C -4.1067 2.8162 1.6225  -0.43
C -5.0487 3.0510 2.6123  -0.61
C -5.3908 2.0401 3.5000  -0.48
C -4.7771 0.8002 3.3995  -0.62
C -3.8363 0.5629 2.4078  -0.07
H -3.8869 1.7799 -2.4727  0.37
H -5.5173 0.5365 -3.8589  0.40
H -6.0179 -1.8335 -3.3410  0.38
H -4.8599 -2.9534 -1.4657  0.42
H -3.2103 -1.7160 -0.1108  0.34
H -3.8175 3.6067 0.9413  0.37
H -5.5122 4.0267 2.6917  0.38
H -6.1274 2.2222 4.2727  0.38
H -5.0208 0.0144 4.1039  0.42
H -3.3453 -0.3992 2.3546  0.09
C 1.2715 -6.0532 -0.8930  -1.01
Si 0.4816 -5.0400 0.4981  -0.08
C -1.1422 -5.8932 0.9654  -1.01
C 1.6459 -5.1121 1.9833  -0.93
C 0.2089 -3.2872 0.0652  0.08
C 0.0830 -2.0765 -0.0673  0.25
H 1.2991 -7.1126 -0.6290  0.29
H 2.2957 -5.7209 -1.0750  0.29
H 0.7168 -5.9552 -1.8290  0.30
H -0.9984 -6.9672 1.1023  0.30
H -1.8971 -5.7488 0.1892  0.31
H -1.5381 -5.4825 1.8968  0.28
H 1.7489 -6.1236 2.3825  0.32
H 1.2791 -4.4618 2.7805  0.25
H 2.6373 -4.7513 1.7004  0.30

Atoms 1-3, force components in eV/Å:
-0.868 0.313 0.200
-0.046 -0.007 0.084
-0.048 -0.069 -0.071

=====

[4]
Density functional theory data (wB97M-V/def2-TZVPD) for a cluster of 3 separate species, C32H49N2O9P in total.

Output
**Gap between HOMO and LUMO**: 7.7 eV
**HOMO**: -8.4 eV
**Spin multiplicity**: 1
**SMILES string**: C#CCCCc1c([PH2]=N)c(O)c(CCCCOC(C)=O)c2c1C(=O)N(COCCOCC)C2=O.C1CCOC1.C1CCOC1

Last column: Mulliken charge in e.
Element x y z (Å)
C 1.8429 -6.5152 -1.5139  0.00
C 2.5645 -5.6551 -1.0595  -0.62
C 3.2839 -4.4146 -0.4404  0.32
C 2.6821 -4.0797 0.9794  -0.97
C 1.1314 -3.7641 0.9926  -0.91
C 0.5898 -3.0108 -0.2710  -0.06
C -0.7081 -3.4300 -0.9165  0.37
P -1.7612 -4.8458 -0.2973  0.23
N -2.2317 -4.4722 1.1897  -0.70
C -1.2431 -2.6792 -2.1039  0.45
O -2.4737 -3.0306 -2.6921  -0.59
C -0.5397 -1.4946 -2.7080  1.06
C -1.1144 -0.6753 -3.9220  -0.94
C -2.4724 0.0203 -3.3872  -0.56
C -2.3204 1.5678 -3.1339  -0.78
C -1.4785 1.9184 -1.8172  -0.04
O -2.3191 2.1100 -0.6594  -0.24
C -2.0127 3.2698 0.0388  0.63
C -3.2492 4.0890 0.6634  -0.74
O -0.8784 3.7136 0.2507  -0.61
C 0.7249 -1.1063 -2.0726  -0.72
C 1.2609 -1.8518 -0.8813  0.66
C 2.5833 -1.1173 -0.4581  -0.29
O 3.1602 -1.0213 0.5894  -0.53
N 2.9548 -0.4714 -1.7227  0.46
C 3.9164 -1.1921 -2.5700  -0.37
O 4.8604 -0.3087 -3.2055  -0.47
C 5.8415 0.1496 -2.2564  -0.33
C 7.2424 -0.6011 -2.4243  -0.30
O 8.3662 0.3011 -2.3918  -0.41
C 8.6496 0.7366 -1.0532  -0.21
C 9.3586 -0.3909 -0.1574  -0.87
C 1.7536 0.0382 -2.3869  -0.13
O 1.6628 1.0581 -3.0068  -0.53
H 1.3134 -7.2017 -2.2111  0.39
H 4.3526 -4.7584 -0.2586  0.43
H 3.3580 -3.5470 -1.1449  -0.41
H 2.8191 -5.0166 1.6086  0.51
H 3.2649 -3.2811 1.5340  0.31
H 0.5857 -4.7586 1.0303  0.36
H 0.7860 -3.1832 1.8954  0.34
H -1.0709 -6.0899 -0.3833  0.11
H -2.9568 -4.9032 -1.0888  0.10
H -1.9035 -5.2188 1.8128  0.23
H -2.3323 -3.4164 -3.5769  0.32
H -0.3981 0.1064 -4.2850  0.35
H -1.4027 -1.4276 -4.7206  0.36
H -3.2589 -0.1489 -4.1845  0.35
H -2.8632 -0.4997 -2.4587  0.30
H -3.3493 2.0152 -2.9420  0.32
H -1.9023 2.1428 -4.0113  0.37
H -0.8486 2.8162 -2.0816  0.39
H -0.7738 1.0705 -1.5915  -0.09
H -3.7922 3.4454 1.4069  0.14
H -3.9792 4.3284 -0.1594  0.33
H -2.8524 4.9860 1.2059  0.27
H 4.4988 -1.9888 -2.0101  0.43
H 3.3666 -1.6937 -3.4285  0.22
H 6.0324 1.2657 -2.3318  0.36
H 5.4778 -0.0305 -1.1930  0.21
H 7.3798 -1.4428 -1.6865  0.13
H 7.2490 -1.0496 -3.4652  0.29
H 7.7315 1.1354 -0.5228  0.23
H 9.4123 1.5708 -1.1484  0.31
H 10.4755 -0.2308 -0.0880  0.28
H 9.1853 -1.4264 -0.5580  0.29
H 8.9741 -0.2915 0.9046  0.24
C -1.0895 0.6602 4.7199  -0.37
C -0.5757 2.0846 4.8138  -0.60
C -1.1821 2.7174 3.5736  -0.39
O -2.4146 2.0369 3.3260  -0.29
C -2.4777 0.8634 4.1449  -0.51
H -1.0968 0.1307 5.6735  0.35
H -0.4742 0.0905 4.0167  0.10
H -0.9742 2.5664 5.7122  0.28
H 0.5120 2.1581 4.8422  0.33
H -0.5470 2.5797 2.6931  0.23
H -1.3692 3.7856 3.7020  0.27
H -3.2132 1.0456 4.9366  0.29
H -2.8138 0.0141 3.5469  0.28
C -7.6886 3.5098 3.0398  -0.55
C -7.8725 4.9225 2.5231  -0.53
C -6.6146 5.1206 1.6975  -0.45
O -6.2456 3.8324 1.1877  -0.33
C -7.0183 2.8292 1.8609  -0.35
H -8.6195 3.0258 3.3376  0.35
H -7.0144 3.5145 3.9017  0.25
H -8.7548 4.9698 1.8775  0.26
H -7.9867 5.6678 3.3111  0.32
H -5.7872 5.4871 2.3152  0.25
H -6.7625 5.8142 0.8671  0.30
H -7.7588 2.4440 1.1515  0.26
H -6.3671 2.0073 2.1648  0.24

Atoms 1-3, force components in eV/Å:
0.101 -0.147 -1.162
-0.029 1.832 0.461
0.525 -1.822 0.460

=====

Let's list E_tot in order: -15671.5655; -19157.5388; -108277.7307; -64666.4111 eV.